No. 1
22
Properties=species:S:1:pos:R:3:lowdin_charge:R:1 method="wB97M-V/def2-TZVPD" e_lumo_ev=1.14 smiles=CCCNCCC total_energy_ha=-292.3392
C 0.31 0.37 -2.59 -0.116
C -1.12 0.06 -2.19 -0.252
C -1.36 0.10 -0.66 -0.237
N -0.46 -0.73 0.14 -0.069
C 0.84 -0.21 0.50 -0.269
C 1.19 -0.42 1.98 -0.268
C 0.56 0.61 2.90 -0.116
H 0.89 -0.55 -2.66 0.073
H 0.80 1.02 -1.88 0.053
H 0.42 0.83 -3.57 0.071
H -1.45 -0.90 -2.57 0.099
H -1.84 0.79 -2.57 0.099
H -1.23 1.15 -0.38 0.112
H -2.37 -0.23 -0.45 0.100
H -0.40 -1.64 -0.28 0.105
H 1.62 -0.68 -0.10 0.105
H 0.84 0.88 0.36 0.108
H 2.28 -0.46 2.04 0.100
H 0.95 -1.42 2.33 0.098
H 0.99 1.61 2.76 0.070
H -0.49 0.69 2.63 0.067
H 0.65 0.32 3.95 0.067

No. 2
123
Properties=species:S:1:pos:R:3:lowdin_charge:R:1 method="wB97M-V/def2-TZVPD" e_lumo_ev=-0.95 total_energy_ha=-2836.7545
C -7.57 -1.53 -0.13 -0.100
H -7.67 -0.71 0.58 0.088
O -6.26 -2.05 -0.17 -0.156
C -5.18 -1.12 -0.27 -0.293
C -5.32 -0.20 -1.44 -0.001
C -4.32 0.04 -2.29 -0.113
O -3.07 -0.47 -2.08 0.017
C -2.13 -0.27 -3.10 -0.430
C -2.41 -1.15 -4.32 0.055
H -1.69 -0.93 -5.10 0.102
H -3.42 -0.96 -4.69 0.091
H -2.32 -2.19 -4.02 0.101
O -2.09 1.10 -3.48 0.069
C -0.91 1.63 -3.07 -0.160
C -0.58 2.95 -3.24 -0.112
C 0.69 3.36 -2.80 -0.186
C 1.60 2.43 -2.21 0.022
C 1.22 1.09 -2.06 -0.002
C -0.05 0.69 -2.49 0.000
C -0.73 -0.59 -2.48 -0.247
O -0.41 -1.70 -2.13 0.137
C 2.20 0.18 -1.51 -0.101
N 2.12 -1.08 -1.36 0.258
C 3.33 -1.58 -0.81 -0.459
N 4.17 -0.38 -0.63 0.189
C 3.49 0.70 -1.05 -0.111
C 3.85 2.01 -1.18 -0.134
N 5.12 2.48 -0.77 0.145
C 5.37 3.57 0.01 -0.455
O 6.50 3.99 0.14 0.083
C 4.17 4.15 0.68 -0.206
C 3.37 3.42 1.47 -0.039
C 3.64 2.06 1.88 -0.095
C 2.82 1.27 2.57 -0.053
C 1.40 1.59 2.96 -0.301
C 1.41 2.50 4.20 -0.038
H 0.45 2.99 4.33 0.066
H 1.64 1.92 5.09 0.088
H 2.17 3.27 4.09 0.074
H 0.93 2.12 2.12 0.133
C 0.66 0.26 3.21 -0.313
O 0.98 -0.66 2.19 -0.057
H 0.46 -0.40 1.41 0.081
H 1.07 -0.19 4.12 0.151
C -0.88 0.33 3.36 -0.241
H -1.20 -0.71 3.21 0.153
C -1.31 0.76 4.76 -0.044
H -2.35 0.49 4.95 0.076
H -0.71 0.25 5.51 0.085
H -1.21 1.83 4.90 0.067
C -1.55 1.17 2.25 -0.289
O -0.98 0.76 1.03 -0.047
H -1.29 1.36 0.33 0.064
H -1.33 2.23 2.42 0.152
C -3.11 0.99 2.30 -0.221
H -3.30 0.18 2.99 0.102
C -3.78 2.25 2.85 -0.021
H -4.86 2.13 2.86 0.088
H -3.44 2.44 3.87 0.077
H -3.54 3.12 2.25 0.086
C -3.74 0.57 0.95 -0.188
C -4.94 -0.39 1.09 -0.225
C -4.76 -1.47 2.16 -0.031
H -4.94 -1.08 3.16 0.083
H -5.48 -2.26 1.97 0.084
H -3.77 -1.90 2.10 0.096
H -5.81 0.22 1.32 0.142
H -2.97 0.09 0.33 0.153
O -4.27 1.71 0.25 0.015
C -3.51 2.49 -0.50 -0.507
O -2.31 2.39 -0.64 0.113
C -4.33 3.56 -1.18 0.051
H -4.30 3.38 -2.25 0.086
H -5.35 3.53 -0.83 0.090
H -3.88 4.53 -0.98 0.094
H 3.17 0.30 2.88 0.114
H 4.64 1.70 1.66 0.110
H 2.50 3.90 1.89 0.114
C 3.99 5.62 0.45 -0.029
H 3.80 5.80 -0.61 0.074
H 3.16 6.01 1.04 0.082
H 4.91 6.13 0.71 0.089
H 5.93 2.09 -1.23 0.162
C 2.94 2.92 -1.81 -0.239
O 3.28 4.10 -2.06 0.047
H 5.03 -0.37 -0.12 0.159
C 3.98 -2.56 -1.80 -0.071
C 3.07 -3.79 -1.96 -0.174
N 2.82 -4.47 -0.72 -0.167
C 2.22 -3.56 0.23 -0.163
C 3.08 -2.32 0.51 -0.068
H 2.55 -1.67 1.21 0.091
H 4.04 -2.60 0.94 0.120
H 1.27 -3.23 -0.18 0.121
H 2.03 -4.09 1.17 0.121
C 3.92 -5.28 -0.21 -0.181
H 4.18 -4.98 0.81 0.119
C 3.55 -6.78 -0.20 -0.412
C 3.26 -7.27 -1.61 -0.083
H 3.01 -8.32 -1.61 0.073
H 2.41 -6.71 -2.02 0.075
H 4.12 -7.12 -2.26 0.072
C 2.35 -7.03 0.71 -0.082
H 2.57 -6.72 1.73 0.073
H 1.50 -6.47 0.34 0.075
H 2.10 -8.09 0.72 0.073
H 4.42 -7.32 0.19 0.131
H 4.82 -5.15 -0.82 0.118
H 2.11 -3.45 -2.35 0.120
H 3.52 -4.48 -2.67 0.117
H 4.11 -2.06 -2.77 0.123
H 4.96 -2.85 -1.42 0.116
O 1.01 4.63 -2.98 0.103
H 1.97 4.73 -2.66 0.087
C -1.50 3.95 -3.87 -0.004
H -1.84 4.66 -3.13 0.088
H -2.36 3.44 -4.31 0.080
H -0.97 4.50 -4.64 0.089
H -4.43 0.70 -3.14 0.136
H -6.27 0.28 -1.61 0.117
H -4.31 -1.77 -0.45 0.166
H -7.90 -1.19 -1.12 0.084
H -8.20 -2.35 0.18 0.094

No. 3
50
Properties=species:S:1:pos:R:3:lowdin_charge:R:1 method="wB97M-V/def2-TZVPD" e_lumo_ev=-8.07 charge=+2 total_energy_ha=-1469.6079
C 0.24 0.88 -6.01 -0.176
C 1.62 1.39 -5.94 0.008
C -0.01 -0.54 -6.29 0.009
C -0.89 1.83 -5.98 0.008
Cl 0.31 1.11 -1.83 0.081
H -0.04 -0.77 -7.37 0.151
H -0.97 -0.86 -5.87 0.112
H 0.78 -1.17 -5.85 0.113
H 2.03 1.67 -6.93 0.152
H 2.29 0.63 -5.52 0.113
H 1.68 2.28 -5.30 0.113
H -1.15 2.23 -6.97 0.152
H -0.66 2.69 -5.34 0.113
H -1.79 1.34 -5.57 0.113
C 1.69 -0.99 1.71 -0.186
C 0.89 -1.96 1.00 -0.211
C 1.27 -1.90 -0.39 -0.179
H 0.25 -2.70 1.47 0.126
C 2.31 -0.93 -0.52 -0.169
C 2.52 -0.32 0.76 -0.146
H 3.23 0.47 0.99 0.125
H 1.80 -0.94 2.80 0.125
H 0.97 -2.62 -1.15 0.129
H 2.90 -0.74 -1.42 0.118
C -2.28 0.86 1.21 -0.137
C -1.83 -0.45 1.61 -0.220
C -1.83 -1.29 0.44 -0.231
H -1.74 -0.78 2.65 0.129
C -2.29 -0.50 -0.66 -0.163
C -2.53 0.83 -0.19 -0.150
H -2.89 1.66 -0.79 0.119
H -2.49 1.69 1.89 0.129
H -1.72 -2.38 0.43 0.125
H -2.56 -0.89 -1.66 0.127
Hf 0.05 0.13 0.26 1.235
N 1.05 6.34 3.27 0.185
C 1.07 5.41 2.27 -0.475
O 1.28 5.72 1.10 0.068
C 0.85 3.99 2.70 -0.082
C 0.69 3.58 4.04 0.039
C 0.41 2.24 4.27 -0.007
C 0.31 1.34 3.22 -0.123
N 0.46 1.71 1.92 -0.059
C 0.78 3.03 1.68 -0.004
H 1.12 7.31 2.99 0.132
H 0.68 6.14 4.18 0.092
H 0.78 4.28 4.87 0.126
H 0.24 1.87 5.28 0.127
H 0.13 0.28 3.42 0.101
H 0.96 3.29 0.64 0.125

No. 4
80
Properties=species:S:1:pos:R:3:lowdin_charge:R:1 method="wB97M-V/def2-TZVPD" e_lumo_ev=2.61 charge=-1 total_energy_ha=-3015.8855
Pb -0.80 1.34 0.65 1.304
N -3.94 0.97 4.07 0.052
C -3.34 1.55 2.98 -0.928
S -1.87 2.40 3.26 0.486
N -4.03 1.43 1.86 -0.021
N -3.36 1.87 0.78 -0.119
C -4.03 2.07 -0.29 -0.117
C -3.37 2.52 -1.51 -0.271
C -4.11 2.65 -2.69 -0.026
C -3.48 3.12 -3.83 -0.075
C -2.13 3.45 -3.77 -0.077
C -1.47 3.27 -2.56 -0.152
N -2.07 2.83 -1.46 0.049
H -3.33 0.80 4.85 0.064
H -4.60 0.25 3.85 0.080
H -5.11 1.90 -0.31 0.116
H -5.15 2.38 -2.70 0.107
H -4.03 3.22 -4.76 0.101
H -1.60 3.82 -4.64 0.097
H -0.41 3.49 -2.48 0.102
C -3.46 -4.09 4.52 -0.097
O -2.26 -3.80 5.21 -0.090
C -1.48 -2.80 4.70 -0.289
C -0.30 -2.53 5.43 -0.035
C 0.53 -1.56 4.97 -0.049
C 0.29 -0.81 3.80 -0.102
C 1.24 0.19 3.39 -0.396
C 2.46 0.48 4.26 -0.022
O 1.14 0.85 2.35 -0.145
C -0.92 -1.06 3.07 -0.350
O -1.30 -0.46 2.02 -0.294
C -1.78 -2.10 3.57 0.050
H -3.96 -4.87 5.09 0.085
H -3.26 -4.43 3.50 0.095
H -4.11 -3.20 4.47 0.089
H -0.09 -3.10 6.33 0.103
H 1.44 -1.36 5.54 0.097
H 2.15 0.84 5.24 0.085
H 3.05 1.24 3.76 0.076
H 3.07 -0.41 4.40 0.079
H -2.67 -2.28 2.98 0.110
C 2.85 3.08 -1.47 -0.142
C 2.81 1.86 -2.40 -0.549
C 4.21 1.59 -2.95 -0.123
P 1.82 0.49 -1.60 1.048
C 2.97 -0.62 -0.66 -0.544
C 3.90 -1.55 -1.44 -0.115
C 3.74 0.17 0.40 -0.125
C 1.23 -0.50 -3.05 -0.548
C 2.18 -0.73 -4.23 -0.127
C -0.06 0.14 -3.56 -0.136
H 3.17 3.98 -2.01 0.070
H 3.55 2.92 -0.65 0.066
H 1.87 3.28 -1.02 0.050
H 2.16 2.13 -3.25 0.088
H 4.90 1.35 -2.14 0.059
H 4.60 2.49 -3.44 0.072
H 4.24 0.78 -3.67 0.047
H 2.24 -1.25 -0.14 0.081
H 4.64 -1.00 -2.02 0.059
H 3.35 -2.21 -2.11 0.063
H 4.44 -2.20 -0.74 0.074
H 4.54 0.77 -0.03 0.057
H 4.20 -0.53 1.11 0.077
H 3.08 0.82 0.97 0.048
H 0.97 -1.46 -2.60 0.083
H 2.38 0.21 -4.76 0.067
H 1.71 -1.40 -4.95 0.074
H 3.14 -1.16 -3.94 0.045
H 0.13 1.15 -3.94 0.057
H -0.82 0.20 -2.78 0.044
H -0.47 -0.44 -4.39 0.080
C -1.51 -3.75 -2.16 -0.198
S -1.50 -1.79 -0.48 0.718
O -1.83 -2.38 -2.03 -0.410
O -0.03 -1.74 -0.44 -0.495
O -2.05 -0.41 -0.69 -0.598
H -0.59 -3.88 -2.74 0.073
H -2.33 -4.26 -2.68 0.071
H -1.37 -4.24 -1.19 0.063